Density functional theory data (ωB97M-V with the def2-TZVPD basis set) for a cluster of 8 separate species, C43H48BrN9O4 in total.

Spin multiplicity: 1
Gap between HOMO and LUMO in eV: 9.237
DFT total energy in a.u.: -5034.9706
Charge: 0
SMILES string: CC(C)=N[C@H](OC#N)OCCO[C@@H](O)Br.c1ccncc1.c1ccncc1.c1ccncc1.c1ccncc1.c1ccncc1.c1ccncc1.c1ccncc1
HOMO energy in eV: -8.849

Each line ends with the Löwdin charge.
Geometry (Å):
C1 3.091 1.602 4.568  -0.0153
C2 3.804 1.422 3.218  -0.3330
C3 4.905 2.454 2.890  -0.0189
N1 3.549 0.542 2.325  0.1536
C4 3.370 -0.820 2.804  -0.3518
O1 4.421 -1.600 2.190  0.0888
C5 4.287 -1.611 0.892  -0.2921
N2 4.240 -1.478 -0.228  0.2146
O2 2.172 -1.356 2.298  -0.0635
C6 1.012 -0.687 2.770  -0.1481
C7 0.455 0.355 1.765  -0.2101
O3 -0.853 0.795 2.150  -0.1224
C8 -1.087 2.127 1.851  -0.7607
O4 -0.471 3.008 2.748  -0.0592
Br1 -0.634 2.600 -0.032  0.7330
H1 2.203 2.251 4.471  0.0951
H2 2.830 0.646 5.057  0.0602
H3 3.817 2.080 5.254  0.0752
H4 5.199 3.030 3.782  0.0732
H5 4.428 3.187 2.200  0.0916
H6 5.745 2.007 2.344  0.0834
H7 3.512 -0.955 3.889  0.1629
H8 1.123 -0.255 3.778  0.1230
H9 0.222 -1.464 2.857  0.1207
H10 1.121 1.240 1.848  0.0891
H11 0.505 0.018 0.716  0.1151
H12 -2.170 2.301 1.938  0.1131
H13 0.337 3.360 2.342  0.0756
C9 -2.329 -4.434 -0.652  -0.0887
C10 -3.310 -4.219 0.303  -0.0841
C11 -3.029 -3.354 1.349  -0.1604
N3 -1.864 -2.718 1.493  0.0586
C12 -0.934 -2.942 0.562  -0.1451
C13 -1.114 -3.784 -0.525  -0.0552
H14 -2.511 -5.100 -1.486  0.1022
H15 -4.272 -4.710 0.237  0.1014
H16 -3.766 -3.152 2.119  0.0994
H17 0.002 -2.413 0.707  0.0887
H18 -0.324 -3.925 -1.250  0.1026
C14 -6.432 -2.567 -4.274  -0.0811
C15 -5.627 -3.391 -5.044  -0.0744
C16 -4.356 -3.688 -4.576  -0.1565
N4 -3.859 -3.224 -3.428  0.0560
C17 -4.651 -2.430 -2.703  -0.1575
C18 -5.938 -2.074 -3.078  -0.0706
H19 -7.433 -2.310 -4.603  0.0734
H20 -5.976 -3.795 -5.985  0.0996
H21 -3.691 -4.332 -5.143  0.1011
H22 -4.219 -2.066 -1.776  0.0989
H23 -6.536 -1.428 -2.449  0.1000
C19 3.276 1.117 10.066  -0.0800
C20 4.508 1.732 9.918  -0.0732
C21 5.287 1.385 8.825  -0.1564
N5 4.921 0.488 7.907  0.0508
C22 3.731 -0.094 8.072  -0.1682
C23 2.874 0.184 9.125  -0.0723
H24 2.637 1.362 10.906  0.1063
H25 4.858 2.465 10.632  0.1017
H26 6.258 1.842 8.665  0.1025
H27 3.462 -0.821 7.311  0.0979
H28 1.919 -0.318 9.206  0.1026
C24 4.671 -3.359 -3.998  -0.0768
C25 4.044 -3.264 -2.766  -0.0755
C26 3.293 -4.344 -2.329  -0.1587
N6 3.134 -5.472 -3.027  0.0435
C27 3.745 -5.541 -4.211  -0.1716
C28 4.521 -4.521 -4.739  -0.0798
H29 5.268 -2.539 -4.374  0.0835
H30 4.133 -2.375 -2.157  0.0350
H31 2.786 -4.317 -1.370  0.0949
H32 3.597 -6.468 -4.756  0.0964
H33 4.996 -4.634 -5.705  0.0963
C29 7.220 1.726 -3.166  -0.0874
C30 7.988 1.030 -4.086  -0.0817
C31 7.905 -0.353 -4.096  -0.1572
N7 7.130 -1.058 -3.268  0.0559
C32 6.398 -0.368 -2.387  -0.1454
C33 6.406 1.016 -2.297  -0.0657
H34 7.255 2.808 -3.126  0.1023
H35 8.636 1.549 -4.780  0.0979
H36 8.485 -0.940 -4.801  0.1012
H37 5.780 -0.964 -1.726  0.0507
H38 5.791 1.523 -1.565  0.1003
C34 -3.579 7.785 0.438  -0.0856
C35 -3.358 6.654 1.205  -0.0709
C36 -2.244 5.876 0.925  -0.1604
N8 -1.370 6.154 -0.047  0.0513
C37 -1.605 7.249 -0.773  -0.1544
C38 -2.685 8.094 -0.573  -0.0775
H39 -4.437 8.419 0.626  0.1044
H40 -4.034 6.379 2.003  0.1014
H41 -2.030 4.982 1.501  0.0757
H42 -0.880 7.449 -1.556  0.1024
H43 -2.822 8.969 -1.194  0.1000
C39 -11.559 0.773 -5.712  -0.0813
C40 -11.730 -0.549 -5.335  -0.0737
C41 -10.600 -1.328 -5.145  -0.1501
N9 -9.352 -0.880 -5.308  0.0487
C42 -9.211 0.396 -5.673  -0.1480
C43 -10.274 1.260 -5.885  -0.0727
H44 -12.417 1.415 -5.869  0.1056
H45 -12.717 -0.967 -5.191  0.1016
H46 -10.684 -2.368 -4.847  0.1045
H47 -8.188 0.732 -5.800  0.1060
H48 -10.099 2.287 -6.178  0.1018

Density functional theory data (ωB97M-V with the def2-TZVPD basis set) for a structure of composition C43H48ClKN7O10SSi.

Spin multiplicity: 1
Gap between HOMO and LUMO in eV: 6.083
DFT total energy in a.u.: -4550.9073
Charge: -1
HOMO energy in eV: -4.842

Each line ends with the Löwdin charge.
Geometry (Å):
K1 0.393 -0.729 -0.713  0.6945
O1 0.505 7.478 2.604  0.0613
N1 0.007 6.520 3.164  -0.3433
O2 -0.439 6.553 4.297  0.0655
C1 -0.252 5.313 2.348  -0.0825
C2 -0.393 5.535 1.022  0.0616
C3 -0.691 4.450 0.140  -0.1424
C4 -0.837 4.636 -1.247  -0.0149
C5 -1.097 3.544 -2.028  -0.0270
C6 -1.188 2.278 -1.415  -0.1107
N2 -1.054 2.087 -0.121  0.1542
C7 -0.830 3.155 0.656  -0.1511
C8 -0.687 2.939 2.092  -0.1322
N3 -0.854 1.679 2.524  0.1525
C9 -0.670 1.426 3.792  -0.1337
C10 -0.304 2.404 4.728  -0.0473
C11 -0.165 3.703 4.314  -0.0104
C12 -0.376 4.011 2.956  -0.0752
H1 -0.282 6.536 0.631  0.1265
H2 -0.736 5.629 -1.669  0.1137
H3 -1.216 3.622 -3.099  0.0978
H4 -1.366 1.377 -1.995  0.0774
H5 -0.805 0.396 4.102  0.1032
H6 -0.145 2.132 5.763  0.1003
H7 0.095 4.479 5.015  0.1003
N4 -1.361 -3.328 2.812  0.1156
C13 -2.747 -3.509 2.855  -0.2455
C14 -3.291 -4.479 3.679  -0.0377
C15 -4.667 -4.674 3.724  -0.1082
C16 -5.494 -3.882 2.948  -0.1084
C17 -4.944 -2.900 2.133  -0.1092
C18 -3.571 -2.707 2.069  -0.4526
S1 -2.921 -1.502 0.974  1.0252
N5 -1.254 -1.437 1.375  -0.2199
C19 -0.729 -2.273 2.175  -0.3605
C20 0.720 -2.086 2.562  -0.2237
C21 1.452 -3.104 3.165  -0.0191
C22 2.756 -2.847 3.558  -0.0586
C23 3.280 -1.587 3.338  -0.0623
C24 2.479 -0.650 2.699  -0.1299
N6 1.235 -0.882 2.318  0.1288
H8 -0.837 -3.808 3.521  0.1098
H9 -2.632 -5.092 4.282  0.1070
H10 -5.079 -5.443 4.362  0.0942
H11 -6.566 -4.021 2.970  0.0956
H12 -5.591 -2.276 1.530  0.1018
H13 1.049 -4.100 3.277  0.1086
H14 3.353 -3.629 4.008  0.1071
H15 4.294 -1.335 3.612  0.1032
H16 2.868 0.336 2.471  0.1114
O3 3.235 -3.602 -1.666  -0.3160
Cl1 2.792 -2.554 -0.802  0.6507
O4 2.568 -1.335 -1.567  -0.4679
O5 3.777 -2.295 0.222  -0.3530
O6 1.531 -2.927 -0.173  -0.4223
N7 2.106 1.856 -0.884  0.2128
C25 3.231 1.859 -0.664  -0.1407
C26 4.640 1.782 -0.399  -0.2135
C27 5.400 2.946 -0.317  -0.0365
C28 6.757 2.850 -0.063  -0.0869
C29 7.343 1.602 0.109  -0.0863
C30 6.577 0.448 0.029  -0.0594
C31 5.216 0.526 -0.227  -0.0055
H17 4.926 3.908 -0.454  0.1156
H18 7.358 3.747 0.000  0.0999
H19 8.405 1.530 0.307  0.0998
H20 7.033 -0.524 0.162  0.1096
H21 4.607 -0.366 -0.287  0.0816
C32 -1.745 -4.071 -1.629  -0.0271
C33 -1.345 -3.992 -3.097  -0.6373
C34 -2.416 -4.619 -3.986  -0.0279
C35 0.001 -4.668 -3.319  -0.0178
O7 -1.171 -2.634 -3.490  -0.1144
Si1 -2.028 -1.286 -3.052  -0.0281
O8 -1.716 -0.720 -1.635  -0.4672
O9 -3.614 -1.716 -3.308  -0.1102
C36 -4.744 -0.866 -3.411  -0.6523
C37 -5.934 -1.679 -2.913  -0.0336
C38 -4.934 -0.489 -4.879  -0.0296
C39 -4.571 0.391 -2.562  -0.0343
O10 -1.683 -0.168 -4.251  -0.1159
C40 -0.624 -0.084 -5.187  -0.6509
C41 -0.793 -1.159 -6.257  -0.0238
C42 -0.741 1.302 -5.817  -0.0325
C43 0.721 -0.222 -4.478  -0.0177
H22 -1.849 -5.116 -1.320  0.0906
H23 -2.693 -3.564 -1.452  0.0709
H24 -0.987 -3.605 -1.000  0.0722
H25 -2.550 -5.675 -3.739  0.0808
H26 -2.116 -4.545 -5.032  0.0831
H27 -3.364 -4.102 -3.862  0.0704
H28 -0.052 -5.734 -3.086  0.0849
H29 0.771 -4.219 -2.693  0.0693
H30 0.297 -4.557 -4.363  0.0843
H31 -6.014 -2.602 -3.488  0.0809
H32 -6.868 -1.122 -3.012  0.0790
H33 -5.792 -1.941 -1.865  0.0795
H34 -5.059 -1.390 -5.482  0.0848
H35 -4.059 0.048 -5.240  0.0692
H36 -5.818 0.141 -5.007  0.0796
H37 -4.321 0.130 -1.536  0.0741
H38 -5.490 0.985 -2.572  0.0852
H39 -3.764 1.008 -2.952  0.0730
H40 -1.791 -1.087 -6.693  0.0852
H41 -0.675 -2.149 -5.826  0.0705
H42 -0.055 -1.030 -7.054  0.0821
H43 -1.701 1.404 -6.323  0.0800
H44 0.058 1.479 -6.538  0.0809
H45 -0.680 2.064 -5.039  0.0672
H46 0.807 -1.193 -3.995  0.0763
H47 0.833 0.560 -3.725  0.0836
H48 1.550 -0.125 -5.184  0.0900

Density functional theory data (ωB97M-V with the def2-TZVPD basis set) for a structure of composition C43H48CsN12O3S.

Spin multiplicity: 1
Gap between HOMO and LUMO in eV: 4.629
DFT total energy in a.u.: -2968.3934
Charge: -1
HOMO energy in eV: -2.857

Each line ends with the Löwdin charge.
Geometry (Å):
Cs1 -0.986 0.245 0.218  1.2229
C1 -1.468 3.269 1.365  -0.3371
C2 -1.699 2.399 2.459  -0.3461
C3 -2.971 1.819 2.284  -0.3354
C4 -3.528 2.321 1.089  -0.3045
C5 -2.595 3.218 0.521  -0.3086
C6 -2.729 3.983 -0.765  -0.0669
C7 -4.882 1.944 0.559  -0.0641
C8 -3.667 0.889 3.234  -0.0557
C9 -0.758 2.098 3.597  -0.0668
C10 -0.240 4.095 1.104  -0.0691
H1 -2.494 5.048 -0.639  0.0624
H2 -3.746 3.930 -1.163  0.0531
H3 -2.067 3.609 -1.560  0.0533
H4 -5.664 2.036 1.322  0.0655
H5 -4.928 0.907 0.195  0.0526
H6 -5.180 2.577 -0.281  0.0537
H7 -4.481 1.374 3.792  0.0729
H8 -2.975 0.488 3.977  0.0517
H9 -4.122 0.026 2.731  0.0634
H10 -1.246 2.215 4.572  0.0664
H11 0.104 2.770 3.593  0.0534
H12 -0.364 1.073 3.564  0.0554
H13 -0.492 5.115 0.787  0.0636
H14 0.409 3.682 0.318  0.0479
H15 0.381 4.189 1.999  0.0544
N1 -1.762 0.427 -5.342  0.0097
C11 -1.273 0.938 -4.200  -0.1535
N2 -1.841 0.351 -3.174  0.1431
C12 -2.690 -0.531 -3.760  -0.3161
N3 -2.679 -0.526 -5.078  0.1076
C13 -3.565 -1.433 -2.975  -0.1962
C14 -4.371 -2.388 -3.592  -0.0791
N4 -5.154 -3.198 -2.889  0.0734
C15 -5.126 -3.045 -1.568  -0.1262
C16 -4.325 -2.094 -0.956  -0.1089
N5 -3.541 -1.288 -1.661  0.1447
H16 -1.543 0.666 -6.292  0.1441
H17 -0.528 1.716 -4.144  0.1041
H18 -4.373 -2.489 -4.670  0.1065
H19 -5.761 -3.696 -0.977  0.1007
H20 -4.313 -1.972 0.122  0.0901
C17 4.364 -2.230 0.568  -0.0250
C18 3.053 -1.589 0.216  -0.2975
N6 2.865 -0.323 0.174  0.0482
O1 4.052 0.400 0.515  -0.1132
C19 1.895 -2.474 -0.080  -0.3159
C20 2.071 -3.951 -0.278  -0.0473
N7 0.752 -1.871 -0.112  -0.2535
O2 -0.334 -2.573 -0.293  -0.3982
H21 4.995 -1.552 1.133  0.0650
H22 4.899 -2.521 -0.341  0.0872
H23 4.189 -3.140 1.142  0.0744
H24 3.675 1.262 0.716  0.0835
H25 2.304 -4.480 0.651  0.0635
H26 2.872 -4.175 -0.990  0.0715
H27 1.132 -4.352 -0.656  0.0668
O3 -0.505 -1.442 2.276  -0.6720
S1 -1.611 -2.319 1.788  0.8644
C21 -1.015 -4.007 1.892  -0.3567
C22 -1.632 -5.018 1.174  -0.0727
C23 -1.163 -6.316 1.298  -0.0817
C24 -0.079 -6.591 2.126  -0.0963
C25 0.536 -5.562 2.826  -0.0871
C26 0.071 -4.259 2.710  -0.0649
C27 -2.673 -2.494 3.257  -0.3520
C28 -2.242 -2.047 4.493  -0.0787
C29 -3.080 -2.179 5.592  -0.0754
C30 -4.339 -2.748 5.452  -0.0912
C31 -4.766 -3.189 4.206  -0.0846
C32 -3.930 -3.059 3.106  -0.0938
H28 -2.449 -4.787 0.500  0.1114
H29 -1.632 -7.114 0.736  0.0992
H30 0.291 -7.604 2.215  0.0947
H31 1.389 -5.772 3.461  0.1010
H32 0.543 -3.431 3.225  0.1158
H33 -1.272 -1.571 4.569  0.1114
H34 -2.755 -1.818 6.560  0.1027
H35 -4.994 -2.836 6.310  0.0961
H36 -5.752 -3.622 4.088  0.0990
H37 -4.262 -3.399 2.130  0.0969
C33 2.372 0.457 -3.011  -0.0054
C34 2.054 1.912 -2.920  -0.3618
N8 0.964 2.415 -2.399  0.1074
C35 1.075 3.785 -2.530  -0.1303
C36 2.241 4.111 -3.145  -0.0555
N9 2.868 2.903 -3.401  -0.0265
C37 4.102 2.737 -4.126  -0.0751
N10 5.178 3.513 -3.564  -0.0641
N11 5.589 4.642 -4.181  0.0440
N12 6.475 5.224 -3.465  0.0644
C38 6.678 4.461 -2.327  -0.2355
C39 7.542 4.649 -1.242  -0.0222
C40 7.512 3.699 -0.251  -0.0847
C41 6.649 2.577 -0.324  -0.0705
C42 5.796 2.381 -1.382  0.0021
C43 5.836 3.361 -2.382  -0.1671
H38 1.550 -0.099 -2.563  0.0776
H39 3.268 0.200 -2.442  0.0638
H40 2.503 0.128 -4.046  0.0810
H41 0.309 4.444 -2.151  0.0955
H42 2.690 5.052 -3.415  0.1106
H43 4.000 3.076 -5.156  0.1361
H44 4.366 1.682 -4.120  0.1329
H45 8.197 5.509 -1.193  0.1096
H46 8.156 3.807 0.612  0.0988
H47 6.658 1.851 0.479  0.1050
H48 5.138 1.523 -1.423  0.0922

Density functional theory data (ωB97M-V with the def2-TZVPD basis set) for a structure of composition C43H48N2O3P2Ru.

Spin multiplicity: 5
Gap between HOMO and LUMO (spin up / spin down) in eV: 7.051 / 5.228
DFT total energy in a.u.: -2779.4970
Charge: +2
HOMO energy (spin up / spin down) in eV: -12.899 / -13.615

Each line ends with the Mulliken spin population.
Geometry (Å):
Ru1 -0.174 0.050 2.611  2.4916
C1 -2.216 0.093 3.617  0.2560
C2 -2.328 -0.278 2.263  -0.1783
C3 -2.785 0.642 1.166  0.0183
C4 -1.720 1.575 0.556  -0.0028
C5 -0.480 1.769 1.380  0.0700
C6 -0.413 2.140 2.750  -0.0833
C7 -1.609 2.579 3.573  0.0351
C8 -2.498 1.455 4.150  0.0013
C9 1.756 -0.153 2.196  0.0273
H1 -2.290 -0.719 4.338  0.0156
H2 -2.545 -1.337 2.098  0.0057
H3 -3.649 1.243 1.485  0.0002
H4 -3.164 0.003 0.354  0.0050
H5 -1.380 1.163 -0.409  -0.0101
H6 -2.202 2.537 0.304  0.0035
H7 0.427 1.972 0.800  -0.0164
H8 0.542 2.574 3.082  0.0130
H9 -2.224 3.278 2.983  -0.0027
H10 -1.239 3.182 4.416  -0.0061
H11 -2.346 1.411 5.235  0.0014
H12 -3.559 1.732 4.045  0.0115
H13 2.055 -1.177 2.486  0.0071
H14 2.378 0.574 2.751  0.0288
H15 1.886 -0.021 1.107  0.0401
P1 -0.262 -1.637 -4.256  0.2721
P2 1.350 0.557 -4.553  0.2733
C10 -1.184 -0.186 -4.801  -0.0191
C11 -0.350 0.850 -5.107  -0.0043
C12 -0.715 -2.864 -5.588  0.0399
C13 -1.792 -2.687 -6.477  0.0220
C14 -2.122 -3.688 -7.408  -0.0019
C15 -1.336 -4.841 -7.512  0.0149
C16 -0.227 -5.000 -6.666  -0.0023
C17 0.070 -4.032 -5.704  0.0313
C18 -1.109 -2.162 -2.735  0.1001
C19 -0.640 -1.668 -1.502  -0.0409
C20 -1.260 -2.068 -0.328  0.0456
C21 -2.355 -2.935 -0.366  0.0250
C22 -2.853 -3.374 -1.597  -0.0015
C23 -2.244 -2.983 -2.791  0.0176
C24 2.233 0.954 -6.170  0.0772
C25 2.038 0.076 -7.258  0.0239
C26 2.572 0.390 -8.511  -0.0121
C27 3.351 1.541 -8.692  0.0263
C28 3.565 2.397 -7.607  -0.0112
C29 3.003 2.114 -6.354  0.0193
C30 1.711 2.064 -3.592  0.0371
C31 2.972 2.136 -2.964  0.0352
C32 3.318 3.268 -2.235  -0.0060
C33 2.397 4.311 -2.079  0.0213
C34 1.146 4.236 -2.695  -0.0059
C35 0.794 3.110 -3.447  0.0221
H16 -2.278 -0.207 -4.858  0.0038
H17 -0.590 1.751 -5.671  0.0008
H18 -2.391 -1.766 -6.450  -0.0003
H19 -2.996 -3.562 -8.051  0.0003
H20 -1.589 -5.614 -8.250  0.0005
H21 0.397 -5.886 -6.760  0.0000
H22 0.919 -4.172 -5.022  0.0038
H23 0.207 -0.980 -1.471  0.0059
H24 -0.878 -1.710 0.631  -0.0338
H25 -2.813 -3.251 0.572  0.0016
H26 -3.724 -4.028 -1.638  0.0006
H27 -2.641 -3.303 -3.760  0.0019
H28 1.447 -0.835 -7.125  0.0071
H29 2.379 -0.264 -9.359  -0.0001
H30 3.785 1.773 -9.669  0.0010
H31 4.165 3.300 -7.729  0.0007
H32 3.150 2.817 -5.530  0.0044
H33 3.666 1.303 -3.064  0.0029
H34 4.305 3.334 -1.783  0.0002
H35 2.654 5.177 -1.471  0.0007
H36 0.431 5.052 -2.590  0.0004
H37 -0.188 3.052 -3.919  0.0011
C36 -1.833 -0.317 7.887  0.0008
C37 -0.451 0.182 8.220  -0.0024
C38 0.655 -0.300 7.229  0.0001
C39 2.000 0.180 7.825  -0.0001
C40 2.025 1.661 8.179  0.0001
C41 0.680 -1.848 7.155  0.0007
O1 0.774 -2.554 8.152  0.0049
N1 0.604 -2.412 5.894  0.0145
C42 0.173 -1.790 4.725  -0.0019
O2 -0.293 -2.406 3.746  0.0379
N2 0.332 -0.444 4.683  0.1868
C43 0.484 0.322 5.810  -0.0401
O3 0.489 1.556 5.700  0.0652
H38 -2.161 0.144 6.952  0.0001
H39 -2.534 -0.038 8.685  -0.0001
H40 -1.820 -1.404 7.789  -0.0005
H41 -0.435 1.282 8.266  0.0003
H42 -0.145 -0.134 9.234  0.0001
H43 2.199 -0.419 8.734  -0.0002
H44 2.800 -0.043 7.104  -0.0006
H45 1.528 1.829 9.142  -0.0001
H46 3.061 2.001 8.272  0.0000
H47 1.516 2.237 7.404  0.0005
H48 0.637 -3.426 5.841  -0.0002